Formula: C3H9N2O2S
Source: the Open Molecules 2025 dataset
Level of theory: ωB97M-V/def2-TZVPD

For the strongest force on any atom, the calculation gives 3.009 eV/Å. The HOMO energy (alpha / beta) comes out at -3.12 / -4.22 eV. For the electronic energy, the calculation gives -21164.4822 eV. The HOMO-LUMO gap (alpha / beta) is 6.731 / 8.006 eV. Its net charge is -1. The energy relative to the best compared isomer or geometry (same formula, charge and spin) comes out at 5.7256 eV.

The geometry in XYZ format:
```
17
Properties=species:S:1:pos:R:3:nbo_charge:R:1
C -1.02807 1.86960 -0.15881 -0.59
C -1.01693 -1.81759 0.09142 -0.46
C -0.91210 0.50896 0.51448 -0.31
N 1.62818 -0.79559 -1.20863 -1.05
N -0.69476 -0.53186 -0.45886 -0.26
O 3.13021 0.98283 -0.14077 -1.03
O 3.05343 -1.21285 1.02885 -0.99
S 2.94413 -0.48291 -0.27728 1.80
H -2.12775 2.10452 -0.36746 0.17
H -0.66869 2.71007 0.51153 0.19
H -0.46846 2.00780 -1.05813 0.22
H -1.82117 -1.81592 0.99182 0.14
H -1.44127 -2.54679 -0.61749 0.18
H -0.15124 -2.28590 0.47914 0.23
H -0.04239 0.72429 1.07215 0.22
H -1.80120 0.44236 1.20271 0.17
H 1.41808 0.13898 -1.60467 0.35
```



Formula: C3H9N2OP
Source: the Open Molecules 2025 dataset
Level of theory: ωB97M-V/def2-TZVPD

For the strongest force on any atom, the calculation gives 3.630 eV/Å. The HOMO energy comes out at -9.69 eV. Its SMILES is C=CCP(N)(N)=O. For the electronic energy, the calculation gives -17574.1065 eV. The HOMO-LUMO gap is 10.595 eV. Its net charge is 0. The energy relative to the best compared isomer or geometry (same formula, charge and spin) comes out at 0.1065 eV.

The geometry in XYZ format:
```
16
Properties=species:S:1:pos:R:3:nbo_charge:R:1
C 0.37855 1.68441 1.76474 -0.41
C 1.02867 0.80396 1.04147 -0.19
C 0.83215 0.53546 -0.41055 -0.81
P -0.18548 -0.98301 -0.39389 2.20
N -0.10962 -1.36592 -2.04392 -1.20
N -1.73453 -0.48300 -0.06140 -1.18
O 0.24605 -2.06271 0.50722 -1.10
H 0.29982 1.60668 2.84007 0.20
H -0.45966 2.47804 1.45042 0.19
H 1.72991 0.05609 1.45023 0.23
H 1.64842 0.36443 -1.00612 0.24
H 0.17258 1.18449 -0.94933 0.23
H 0.42456 -1.02321 -2.75896 0.40
H -0.35746 -2.26295 -2.27219 0.39
H -1.82404 0.46535 0.09267 0.39
H -2.08990 -0.99811 0.74954 0.41
```



Formula: C3H9N2OS
Source: the Open Molecules 2025 dataset
Level of theory: ωB97M-V/def2-TZVPD

For the strongest force on any atom, the calculation gives 0.700 eV/Å. The HOMO energy comes out at -3.32 eV. For the electronic energy, the calculation gives -19122.5111 eV. The HOMO-LUMO gap is 7.334 eV. Its net charge is -1. The energy relative to the best compared isomer or geometry (same formula, charge and spin) comes out at 0.0857 eV.

The geometry in XYZ format:
```
16
Properties=species:S:1:pos:R:3:nbo_charge:R:1
N -0.10771 0.29687 1.63238 -0.89
C 0.58255 -0.84605 1.96415 0.78
N 1.29943 -1.35743 0.91091 -0.89
O 0.56735 -1.33793 3.08823 -0.72
H -0.30768 0.41220 0.62188 0.41
H -0.84057 0.51345 2.28175 0.37
H 1.67399 -2.27914 1.06929 0.37
H 0.92079 -1.19369 -0.04654 0.42
C -1.00538 2.31938 -2.02713 -0.61
C 0.02726 1.18369 -2.11828 -0.52
S -0.61006 -0.36573 -1.43302 -0.65
H -1.22737 2.52533 -0.97987 0.19
H -1.93001 1.97598 -2.49555 0.20
H -0.66149 3.23459 -2.51945 0.17
H 0.90347 1.51338 -1.54483 0.17
H 0.34782 1.07357 -3.15699 0.17
```



Formula: C3H9N2OS2
Source: the Open Molecules 2025 dataset
Level of theory: ωB97M-V/def2-TZVPD

For the strongest force on any atom, the calculation gives 3.176 eV/Å. The HOMO energy comes out at -13.06 eV. Its SMILES is NC(=O)[C@H]([NH3+])CSS. For the electronic energy, the calculation gives -29948.7200 eV. The HOMO-LUMO gap is 9.559 eV. Its net charge is +1. The energy relative to the best compared isomer or geometry (same formula, charge and spin) comes out at 0.7440 eV.

The geometry in XYZ format:
```
17
Properties=species:S:1:pos:R:3:nbo_charge:R:1
N -1.47517 1.56016 0.72083 -0.79
C -0.75744 1.36842 -0.38148 0.66
O -0.88020 1.98467 -1.42372 -0.62
C 0.50068 0.38726 -0.24233 -0.16
N 1.18499 0.62650 -1.54866 -0.67
C 0.14118 -1.04229 0.02434 -0.60
S -0.64731 -1.31131 1.63963 0.10
S 0.22439 -2.90777 2.51633 -0.05
H -1.32935 1.01437 1.55514 0.42
H -2.12397 2.33287 0.73134 0.43
H 1.03592 1.02351 0.46620 0.25
H 0.99376 -0.15786 -2.17606 0.44
H 0.91885 1.53804 -1.90767 0.48
H 2.20921 0.64261 -1.51344 0.44
H 1.05318 -1.66147 0.03724 0.26
H -0.33995 -1.53827 -0.82731 0.24
H -0.70875 -3.85944 2.32963 0.15
```



Formula: C3H9N2S
Source: the Open Molecules 2025 dataset
Level of theory: ωB97M-V/def2-TZVPD

For the strongest force on any atom, the calculation gives 1.943 eV/Å. The HOMO energy comes out at -2.50 eV. For the electronic energy, the calculation gives -17072.6268 eV. The HOMO-LUMO gap is 6.725 eV. Its net charge is -1. The energy relative to the best compared isomer or geometry (same formula, charge and spin) comes out at 0.8993 eV.

The geometry in XYZ format:
```
15
Properties=species:S:1:pos:R:3:nbo_charge:R:1
C -0.15063 -0.84442 -3.17235 -0.74
S 0.13224 0.20658 -1.72556 -0.71
H -1.21105 -0.93617 -3.45635 0.17
H 0.35815 -0.36614 -4.04219 0.17
H 0.19386 -1.89716 -3.12028 0.17
C -1.00019 -0.59452 1.34961 -0.45
N -0.06206 0.20834 2.13749 -0.63
C 0.69392 1.21929 1.54118 0.30
N 1.77009 1.62712 2.13839 -0.78
H -2.04316 -0.62149 1.75700 0.16
H -0.96620 -0.06121 0.34944 0.27
H -0.62738 -1.62567 1.20063 0.18
H 0.39039 -0.22618 2.93616 0.37
H 0.29542 1.61850 0.60609 0.19
H 2.22659 2.29313 1.50072 0.33
```



Formula: C3H9N2S
Source: the Open Molecules 2025 dataset
Level of theory: ωB97M-V/def2-TZVPD

For the strongest force on any atom, the calculation gives 3.182 eV/Å. The HOMO energy comes out at -2.32 eV. Its SMILES is NC[C@@H](N)C[S-]. For the electronic energy, the calculation gives -17072.6366 eV. The HOMO-LUMO gap is 6.325 eV. Its net charge is -1. The energy relative to the best compared isomer or geometry (same formula, charge and spin) comes out at 0.8895 eV.

The geometry in XYZ format:
```
15
Properties=species:S:1:pos:R:3:nbo_charge:R:1
N 0.03682 -0.86768 2.74903 -0.85
C -0.67429 -0.44539 1.50864 -0.22
C 0.18193 -0.16554 0.24720 -0.09
N 1.12472 -1.25058 0.00403 -0.85
C -0.82445 0.23339 -0.85304 -0.53
S 0.07922 1.40552 -2.04839 -0.77
H 0.48598 -1.73358 2.47322 0.35
H 0.63875 -0.09077 2.99114 0.36
H -1.42279 -1.18376 1.20400 0.17
H -1.23784 0.47138 1.71595 0.19
H 0.76921 0.73278 0.47626 0.18
H 1.24313 -1.51436 -0.96929 0.37
H 0.77458 -2.07597 0.48656 0.32
H -1.55998 0.91965 -0.45844 0.20
H -1.10330 -0.62635 -1.45579 0.19
```



Formula: C3H9N2S
Source: the Open Molecules 2025 dataset
Level of theory: ωB97M-V/def2-TZVPD

For the strongest force on any atom, the calculation gives 3.558 eV/Å. The HOMO energy comes out at -14.22 eV. For the electronic energy, the calculation gives -17064.8629 eV. The HOMO-LUMO gap is 10.097 eV. Its net charge is +1. The energy relative to the best compared isomer or geometry (same formula, charge and spin) comes out at 1.3038 eV.

The geometry in XYZ format:
```
15
Properties=species:S:1:pos:R:3:nbo_charge:R:1
C 1.04607 0.18723 0.03034 0.21
C 1.68193 1.45411 -0.12908 -0.71
C -1.34340 -0.93005 0.42432 -0.04
N -0.21980 0.18285 0.18079 -0.49
N -2.33875 -0.73185 -0.54936 -0.81
S 2.20851 -1.04366 0.11080 0.19
H 1.95957 1.60480 -1.17839 0.28
H 1.04989 2.28290 0.09838 0.25
H 2.48736 1.62872 0.57335 0.28
H -0.76708 -1.82052 0.05081 0.20
H -1.68957 -1.03474 1.46413 0.25
H -0.67158 1.07697 0.09876 0.41
H 1.72193 -2.24080 0.55314 0.18
H -2.00778 -0.52529 -1.44433 0.38
H -3.11728 -0.09066 -0.28367 0.39
```



Formula: C3H9N3
Source: the Open Molecules 2025 dataset
Level of theory: ωB97M-V/def2-TZVPD

For the strongest force on any atom, the calculation gives 1.765 eV/Å. The HOMO energy comes out at -8.36 eV. Its SMILES is Cn1n(C)n1C. For the electronic energy, the calculation gives -7722.7025 eV. The HOMO-LUMO gap is 9.306 eV. Its net charge is 0. The energy relative to the best compared isomer or geometry (same formula, charge and spin) comes out at 4.8715 eV.

The geometry in XYZ format:
```
15
Properties=species:S:1:pos:R:3:nbo_charge:R:1
C -0.17108 -1.42368 0.89374 -0.47
N -0.88023 -1.03367 -0.29664 -0.14
N -1.21830 0.45934 -0.52587 -0.15
C -0.84375 1.42867 0.47337 -0.47
N -0.25769 -0.24714 -1.29207 -0.14
C 1.15629 0.05025 -1.23738 -0.47
H 0.54221 -2.19696 0.60280 0.22
H 0.36472 -0.63536 1.43483 0.18
H -0.91223 -1.86279 1.56148 0.22
H 0.20277 1.74651 0.43700 0.19
H -1.47485 2.29405 0.26732 0.22
H -1.07821 1.07037 1.47778 0.21
H 1.59391 0.18354 -0.24071 0.17
H 1.65636 -0.78444 -1.72830 0.22
H 1.32007 0.95131 -1.82736 0.22
```